Here is a structure of composition C56H66AsCsOP2S from the OMol25 dataset. Energies are from ωB97M-V/def2-TZVPD.

The total charge is 0. For the highest occupied orbital energy, the calculation gives -0.220 Ha. As for the maximum force: 0.013 hartree/bohr. Its relative energy (zero: lowest compared OMol25 entry of this formula, charge and spin) is 14.0 kcal/mol.

Each line ends with the Löwdin charge.
Positions of all 128 atoms, in Å:
Cs: -0.928 0.095 1.317  1.0627
C: 0.405 1.566 3.844  -0.1463
C: -0.978 1.869 3.945  -0.2576
C: -1.629 0.669 4.385  -0.2437
C: -0.616 -0.315 4.525  -0.1285
C: 0.635 0.230 4.199  -0.3138
C: 1.994 -0.430 4.307  -0.5571
C: 2.887 0.364 5.269  -0.0479
C: 2.668 -0.470 2.928  -0.0591
C: 1.868 -1.860 4.830  -0.0606
C: -3.092 0.334 4.703  -0.5299
C: -3.197 -1.047 5.367  -0.0771
C: -3.982 0.259 3.449  -0.0903
C: -3.709 1.320 5.707  -0.0496
C: -1.456 3.306 3.698  -0.5324
C: -2.797 3.416 2.962  -0.0601
C: -1.538 4.081 5.023  -0.0398
C: -0.450 4.059 2.810  -0.0732
H: 1.183 2.270 3.582  0.0914
H: -0.775 -1.327 4.866  0.0835
H: 3.033 1.385 4.910  0.0761
H: 3.869 -0.108 5.375  0.0783
H: 2.420 0.424 6.254  0.0891
H: 2.715 0.536 2.500  0.0645
H: 2.105 -1.109 2.239  0.0584
H: 3.687 -0.868 2.987  0.0854
H: 1.458 -1.868 5.842  0.0889
H: 2.848 -2.347 4.854  0.0789
H: 1.208 -2.450 4.192  0.0676
H: -2.842 -1.841 4.707  0.0766
H: -4.243 -1.257 5.606  0.0815
H: -2.619 -1.087 6.291  0.0903
H: -3.704 -0.582 2.805  0.0597
H: -3.931 1.163 2.846  0.0270
H: -5.029 0.106 3.733  0.0856
H: -3.084 1.379 6.600  0.0942
H: -4.706 0.984 6.006  0.0810
H: -3.809 2.325 5.307  0.0495
H: -3.633 3.025 3.535  0.0568
H: -2.758 2.878 2.009  0.0553
H: -3.015 4.465 2.740  0.0869
H: -2.250 3.630 5.712  0.0619
H: -1.837 5.121 4.852  0.0817
H: -0.562 4.077 5.510  0.0889
H: -0.283 3.539 1.861  0.0760
H: 0.515 4.181 3.300  0.0744
H: -0.833 5.058 2.586  0.0814
O: 0.678 -0.610 -0.848  -0.7480
S: 2.087 -0.129 -0.758  0.9690
C: 2.073 1.640 -0.997  -0.3794
C: 3.023 2.264 -0.188  -0.1037
C: 3.170 3.639 -0.190  -0.0590
C: 2.319 4.394 -0.980  -0.0566
C: 1.344 3.771 -1.738  -0.1142
C: 1.190 2.379 -1.797  -0.3166
P: -0.270 2.051 -2.916  1.1412
C: -0.766 0.309 -3.176  -0.3754
C: -1.710 -0.196 -2.281  -0.1827
C: -2.359 -1.392 -2.518  -0.0943
C: -2.103 -2.090 -3.694  -0.0931
C: -1.180 -1.593 -4.599  -0.1016
C: -0.504 -0.404 -4.340  -0.0810
C: 0.508 2.458 -4.520  -0.3969
C: -0.273 3.114 -5.467  -0.0990
C: 0.240 3.411 -6.723  -0.0823
C: 1.543 3.062 -7.040  -0.0846
C: 2.333 2.412 -6.099  -0.0731
C: 1.818 2.113 -4.848  -0.0853
C: 2.906 -0.674 -2.269  -0.3495
C: 3.954 0.095 -2.759  -0.0971
C: 4.645 -0.306 -3.890  -0.0780
C: 4.278 -1.481 -4.524  -0.0639
C: 3.261 -2.267 -4.002  -0.0674
C: 2.561 -1.906 -2.847  -0.3220
P: 1.230 -3.020 -2.173  1.1370
C: 1.924 -3.378 -0.512  -0.4007
C: 1.014 -3.800 0.457  -0.0971
C: 1.443 -4.156 1.727  -0.0793
C: 2.791 -4.080 2.049  -0.0883
C: 3.702 -3.639 1.102  -0.0743
C: 3.271 -3.290 -0.171  -0.1094
C: 1.652 -4.586 -3.051  -0.3810
C: 0.877 -4.883 -4.172  -0.1123
C: 1.101 -6.035 -4.913  -0.0842
C: 2.093 -6.923 -4.524  -0.0891
C: 2.855 -6.652 -3.396  -0.0785
C: 2.638 -5.492 -2.666  -0.0749
H: 3.643 1.649 0.455  0.1052
H: 3.912 4.111 0.440  0.1120
H: 2.390 5.474 -0.986  0.1113
H: 0.660 4.388 -2.312  0.1001
H: -1.939 0.375 -1.387  0.0039
H: -3.081 -1.765 -1.801  0.0981
H: -2.623 -3.016 -3.900  0.1063
H: -0.984 -2.123 -5.523  0.1031
H: 0.205 -0.028 -5.066  0.1018
H: -1.291 3.393 -5.218  0.1005
H: -0.378 3.921 -7.451  0.1030
H: 1.946 3.297 -8.017  0.1024
H: 3.351 2.134 -6.341  0.1027
H: 2.437 1.597 -4.125  0.0854
H: 4.219 1.025 -2.272  0.1087
H: 5.454 0.303 -4.274  0.1093
H: 4.796 -1.806 -5.417  0.1079
H: 3.021 -3.199 -4.494  0.0992
H: -0.040 -3.851 0.207  0.1047
H: 0.725 -4.484 2.469  0.1078
H: 3.126 -4.349 3.042  0.1055
H: 4.753 -3.564 1.355  0.1079
H: 3.996 -2.957 -0.906  0.1108
H: 0.087 -4.200 -4.461  0.0796
H: 0.493 -6.245 -5.784  0.1022
H: 2.265 -7.829 -5.092  0.1016
H: 3.622 -7.348 -3.081  0.1033
H: 3.239 -5.299 -1.788  0.0966
C: -5.555 0.234 -1.981  -0.3369
As: -4.698 0.712 -0.284  1.0266
C: -6.331 1.054 0.739  -0.3317
C: -4.297 2.574 -0.752  -0.3175
H: -6.344 0.947 -2.221  0.0229
H: -5.983 -0.766 -1.913  0.0200
H: -4.810 0.236 -2.776  0.0101
H: -7.003 1.701 0.175  0.0244
H: -6.075 1.531 1.684  0.0081
H: -6.832 0.111 0.954  0.0226
H: -5.160 3.041 -1.228  0.0270
H: -3.448 2.610 -1.437  0.0019
H: -4.041 3.133 0.148  0.0021

***

Here is a cluster of 11 separate species, C56H70N6O27 in total from the OMol25 dataset. Energies are from ωB97M-V/def2-TZVPD.

The total charge is 0. For the highest occupied orbital energy, the calculation gives -0.359 Ha. As for the maximum force: 0.117 hartree/bohr. Its SMILES is O=[N+]([O-])c1ccccc1.O=[N+]([O-])c1ccccc1.O=[N+]([O-])c1ccccc1.O=[N+]([O-])c1ccccc1.O=[N+]([O-])c1ccccc1.O=[N+]([O-])c1ccccc1.CCOC(=O)OC.CCOC(=O)OC.CCOC(=O)OC.CCOC(=O)OC.CCOC(=O)OC. Its relative energy (zero: lowest compared OMol25 entry of this formula, charge and spin) is 133.1 kcal/mol.

Each line ends with the Löwdin charge.
Positions of all 159 atoms, in Å:
C: -5.186 4.543 -5.095  -0.0965
C: -4.485 5.188 -4.085  -0.0937
C: -3.513 4.532 -3.368  -0.0182
C: -3.201 3.210 -3.719  -0.1287
C: -3.905 2.564 -4.747  0.0379
C: -4.921 3.265 -5.496  -0.0383
N: -2.197 2.485 -2.958  -0.3794
O: -1.331 3.116 -2.543  0.1409
O: -2.227 1.282 -3.063  0.0599
H: -5.940 5.150 -5.574  0.1060
H: -4.709 6.232 -3.922  0.1112
H: -2.811 5.069 -2.747  0.1261
H: -3.689 1.527 -4.961  0.0962
H: -5.259 2.771 -6.395  0.1056
C: 5.473 2.656 4.582  -0.0793
C: 6.402 2.303 5.535  -0.0619
C: 6.215 3.024 6.689  -0.0088
C: 5.239 4.025 6.866  -0.1433
C: 4.398 4.327 5.874  -0.0337
C: 4.382 3.537 4.735  -0.0399
N: 5.220 4.979 8.008  -0.3362
O: 4.210 5.535 8.361  0.0919
O: 6.314 5.116 8.589  0.0505
H: 5.605 2.041 3.704  0.0932
H: 7.208 1.614 5.330  0.1151
H: 6.977 2.882 7.441  0.1145
H: 3.679 5.133 5.876  0.1265
H: 3.747 3.779 3.895  0.1005
C: -8.335 -1.606 -0.272  -0.0399
C: -7.691 -0.692 0.593  -0.0528
C: -6.377 -0.358 0.312  -0.0111
C: -5.666 -1.051 -0.654  -0.1513
C: -6.279 -1.986 -1.466  -0.0250
C: -7.576 -2.333 -1.247  -0.0566
N: -4.272 -0.678 -0.901  -0.3017
O: -3.851 -0.877 -2.058  0.0648
O: -3.579 -0.173 -0.016  0.0562
H: -9.379 -1.830 -0.105  0.0987
H: -8.256 -0.183 1.359  0.1068
H: -5.774 0.292 0.929  0.1119
H: -5.685 -2.555 -2.166  0.1225
H: -8.111 -3.051 -1.851  0.1063
C: 3.570 -1.792 5.196  -0.0939
C: 2.579 -2.627 5.528  -0.0845
C: 2.621 -4.004 5.226  0.0245
C: 3.680 -4.485 4.411  -0.1289
C: 4.704 -3.598 4.005  0.0051
C: 4.641 -2.242 4.412  -0.0560
N: 3.801 -5.911 4.120  -0.3640
O: 4.386 -6.219 3.063  0.0488
O: 3.273 -6.693 4.837  0.1110
H: 3.633 -0.757 5.500  0.1100
H: 1.773 -2.272 6.152  0.1113
H: 1.765 -4.621 5.455  0.1158
H: 5.413 -3.824 3.223  0.0872
H: 5.418 -1.610 4.007  0.0965
C: 6.764 -4.035 0.481  -0.0720
C: 5.760 -3.100 0.708  -0.0718
C: 4.464 -3.315 0.199  0.0260
C: 4.263 -4.462 -0.633  -0.0783
C: 5.387 -5.254 -0.972  -0.0366
C: 6.602 -5.097 -0.390  -0.0791
N: 2.888 -4.594 -1.263  -0.2997
O: 2.194 -3.619 -1.485  0.0597
O: 2.518 -5.736 -1.532  0.0748
H: 7.779 -3.915 0.829  0.1084
H: 5.941 -2.225 1.315  0.1029
H: 3.707 -2.601 0.487  0.1031
H: 5.275 -6.055 -1.687  0.1164
H: 7.465 -5.673 -0.689  0.1153
C: 0.079 0.460 -0.931  -0.0866
C: 1.327 0.036 -1.180  -0.0606
C: 2.222 0.190 -0.142  -0.0064
C: 1.833 0.614 1.140  -0.0944
C: 0.463 0.967 1.346  -0.0185
C: -0.437 0.918 0.295  -0.0304
N: 2.759 0.658 2.345  -0.3266
O: 3.860 0.187 2.254  0.0645
O: 2.359 1.271 3.338  0.0392
H: -0.504 0.315 -1.828  0.0874
H: 1.590 -0.433 -2.116  0.1080
H: 3.269 -0.004 -0.322  0.1139
H: 0.072 1.222 2.320  0.0931
H: -1.468 1.239 0.283  0.0917
C: 0.487 4.504 2.712  -0.0481
C: 0.074 4.140 4.098  -0.2742
O: -0.430 5.250 4.767  0.0560
C: -1.031 5.132 5.949  -0.5187
O: -1.527 4.091 6.411  0.0957
O: -1.094 6.343 6.569  -0.0157
C: -2.177 6.689 7.413  -0.0492
H: 0.885 3.726 2.061  0.0770
H: 1.078 5.410 2.843  0.0870
H: -0.469 4.852 2.322  0.0798
H: 0.960 3.704 4.559  0.1224
H: -0.659 3.338 4.015  0.0926
H: -2.397 7.740 7.223  0.0928
H: -1.972 6.622 8.481  0.0924
H: -3.020 6.036 7.189  0.0959
C: 0.319 0.933 -5.315  -0.0451
C: -0.228 0.358 -6.621  -0.2035
O: -1.592 0.236 -6.297  0.0491
C: -2.366 -0.445 -7.075  -0.5807
O: -2.039 -1.054 -8.099  0.1031
O: -3.577 -0.586 -6.522  -0.0145
C: -4.575 -1.333 -7.134  -0.0662
H: -0.123 1.930 -5.288  0.0840
H: 1.402 0.890 -5.423  0.0789
H: 0.141 0.348 -4.413  0.0741
H: 0.187 -0.626 -6.839  0.0972
H: 0.059 0.952 -7.489  0.1373
H: -4.379 -2.401 -7.048  0.0981
H: -4.742 -1.131 -8.192  0.0995
H: -5.471 -1.137 -6.544  0.0958
C: -0.026 -2.894 1.035  -0.0526
C: -1.159 -3.017 0.029  -0.2242
O: -0.964 -3.871 -1.027  0.0261
C: -0.904 -5.171 -0.853  -0.5489
O: -0.966 -5.805 0.217  0.1018
O: -0.629 -5.565 -2.119  -0.0189
C: -0.332 -6.963 -2.359  -0.0402
H: 0.945 -2.593 0.642  0.0585
H: 0.077 -3.856 1.537  0.0696
H: -0.216 -2.328 1.948  0.0787
H: -1.191 -2.031 -0.436  0.1071
H: -2.091 -3.332 0.499  0.1349
H: -1.043 -7.613 -1.849  0.0911
H: 0.654 -7.350 -2.100  0.0756
H: -0.369 -7.114 -3.437  0.0888
C: 1.124 -3.302 -4.223  -0.0259
C: 1.816 -2.348 -5.286  -0.1832
O: 2.596 -1.376 -4.597  -0.0239
C: 3.880 -1.747 -4.146  -0.5470
O: 4.471 -1.161 -3.328  0.1654
O: 4.456 -2.746 -4.881  -0.0459
C: 5.458 -3.601 -4.258  -0.0115
H: 0.264 -3.760 -4.712  0.0776
H: 0.783 -2.857 -3.288  0.0621
H: 1.874 -4.064 -4.010  0.0609
H: 1.109 -1.696 -5.799  0.0781
H: 2.439 -2.884 -6.002  0.1208
H: 4.899 -4.458 -3.883  0.0864
H: 5.955 -3.122 -3.415  0.0847
H: 6.281 -3.759 -4.955  0.0963
C: -6.419 3.743 -1.073  -0.0455
C: -5.517 4.965 -0.680  -0.1836
O: -4.302 4.446 -0.043  -0.0463
C: -4.313 3.840 1.299  -0.4665
O: -5.218 3.911 2.141  0.0993
O: -3.101 3.412 1.585  -0.0033
C: -2.852 2.683 2.761  -0.0389
H: -6.123 3.375 -2.055  0.0615
H: -7.468 4.037 -1.117  0.0747
H: -6.302 3.029 -0.257  0.0592
H: -6.024 5.592 0.054  0.1140
H: -5.361 5.491 -1.622  0.0851
H: -3.013 3.230 3.690  0.1067
H: -1.899 2.157 2.718  0.0739
H: -3.557 1.852 2.773  0.1013

***

Here is a cluster of 15 separate species, C56H71N15 in total from the OMol25 dataset. Energies are from ωB97M-V/def2-TZVPD.

The total charge is -1. Its multiplicity is 2. For the highest occupied orbital energy (alpha / beta), the calculation gives 0.015 / -0.215 Ha. As for the maximum force: 0.082 hartree/bohr.

Each line ends with the Löwdin charge.
Positions of all 142 atoms, in Å:
C: 14.571 -22.935 15.726  -0.0848
C: 14.600 -23.099 17.176  -0.2500
N: 14.626 -23.254 18.345  0.1342
H: 15.438 -22.409 15.327  0.0765
H: 13.815 -22.222 15.398  0.0583
H: 14.517 -23.957 15.352  0.0684
C: 5.336 -26.082 19.133  -0.0677
C: 3.921 -26.612 19.297  -0.2509
N: 2.831 -26.975 19.417  0.1142
H: 5.856 -26.142 20.089  0.0538
H: 5.329 -25.056 18.766  0.0467
H: 5.911 -26.743 18.485  0.0489
N: 9.468 -29.924 19.732  0.0438
C: 9.254 -28.857 20.571  -0.1084
C: 8.343 -29.282 21.463  -0.1399
C: 8.020 -30.580 21.179  -0.1708
C: 8.649 -30.955 20.067  -0.1415
H: 10.040 -29.836 18.905  0.0848
H: 9.779 -27.944 20.332  0.0904
H: 7.921 -28.662 22.240  0.0885
H: 7.424 -31.193 21.839  0.1039
H: 8.670 -31.852 19.465  0.1067
N: 11.268 -31.522 17.276  0.0214
C: 11.720 -30.247 17.013  -0.1272
C: 10.656 -29.409 16.764  -0.1108
C: 9.515 -30.244 16.831  -0.1276
C: 9.928 -31.552 17.013  -0.1497
H: 11.877 -32.283 17.538  0.1487
H: 12.779 -30.048 17.075  0.1083
H: 10.768 -28.346 16.607  0.0779
H: 8.473 -29.978 16.734  0.0808
H: 9.369 -32.476 17.008  0.1123
N: 6.385 -24.228 15.765  0.0487
C: 7.159 -25.327 15.429  -0.1231
C: 6.347 -26.376 15.485  -0.1489
C: 5.082 -25.923 15.749  -0.1638
C: 5.086 -24.594 15.920  -0.1421
H: 6.788 -23.304 15.820  0.0911
H: 8.214 -25.226 15.222  0.0975
H: 6.641 -27.406 15.347  0.0959
H: 4.236 -26.591 15.816  0.0999
H: 4.320 -23.947 16.320  0.1139
N: 3.272 -22.504 20.058  0.0134
C: 3.740 -21.300 19.464  -0.1055
C: 5.119 -21.451 19.230  -0.0823
C: 5.449 -22.683 19.870  -0.1352
C: 4.337 -23.292 20.341  -0.1746
H: 2.334 -22.622 20.415  0.1425
H: 3.060 -20.485 19.265  0.0922
H: 5.760 -20.797 18.657  0.0799
H: 6.405 -23.181 19.938  0.0740
H: 4.144 -24.193 20.904  0.1142
N: 11.388 -24.913 18.122  0.0301
C: 10.773 -26.156 18.361  -0.1137
C: 9.374 -25.892 18.327  -0.1130
C: 9.180 -24.499 18.117  -0.1296
C: 10.444 -23.922 17.918  -0.1368
H: 12.370 -24.738 18.283  0.1010
H: 11.366 -27.024 18.611  0.0872
H: 8.535 -26.568 18.385  0.0822
H: 8.196 -24.053 18.143  0.0799
H: 10.792 -22.907 17.793  0.0947
N: 5.555 -29.929 19.201  0.0314
C: 5.966 -29.520 17.957  -0.1317
C: 4.948 -29.912 17.013  -0.1015
C: 4.012 -30.615 17.729  -0.1566
C: 4.357 -30.627 19.059  -0.1289
H: 6.011 -29.644 20.056  0.1155
H: 6.866 -28.944 17.799  0.0802
H: 4.844 -29.727 15.954  0.0874
H: 3.145 -31.153 17.374  0.0922
H: 3.793 -30.940 19.925  0.1001
N: 11.117 -19.900 15.603  0.0130
C: 11.990 -19.936 16.621  -0.1470
C: 13.283 -19.537 16.128  -0.1372
C: 13.164 -19.340 14.747  -0.1480
C: 11.815 -19.647 14.433  -0.1761
H: 10.117 -20.035 15.654  0.1116
H: 11.688 -20.229 17.615  0.0898
H: 14.150 -19.361 16.748  0.0800
H: 13.989 -19.052 14.111  0.0767
H: 11.253 -19.582 13.513  0.0542
N: 12.227 -26.818 12.806  0.0030
C: 12.668 -25.521 12.800  -0.2796
C: 12.064 -24.919 13.842  -0.1790
C: 11.177 -25.780 14.563  -0.0732
C: 11.308 -26.968 13.816  -0.1715
H: 12.542 -27.475 12.106  0.1154
H: 13.398 -25.158 12.092  0.0629
H: 12.209 -23.861 14.006  0.0610
H: 10.574 -25.483 15.408  0.0658
H: 10.889 -27.929 14.074  0.0922
N: 14.446 -26.071 21.660  -0.0120
C: 13.362 -25.232 21.617  -0.0982
C: 12.306 -26.095 21.479  -0.1127
C: 12.807 -27.405 21.276  -0.1188
C: 14.148 -27.351 21.410  -0.1649
H: 15.417 -25.804 21.744  0.1463
H: 13.525 -24.164 21.634  0.0903
H: 11.264 -25.845 21.346  0.0690
H: 12.195 -28.203 20.882  0.0807
H: 14.907 -28.108 21.282  0.1104
N: 13.171 -20.453 22.062  0.0184
C: 11.782 -20.426 22.054  -0.1253
C: 11.294 -21.222 20.984  -0.1221
C: 12.390 -21.784 20.380  -0.1561
C: 13.517 -21.377 21.089  -0.1527
H: 13.794 -19.855 22.587  0.1425
H: 11.254 -19.801 22.759  0.0942
H: 10.243 -21.294 20.744  0.0891
H: 12.412 -22.513 19.583  0.0522
H: 14.534 -21.719 20.968  0.0935
N: 9.230 -24.362 21.521  0.0420
C: 8.131 -25.113 21.323  -0.1811
C: 7.749 -25.685 22.498  -0.1194
C: 8.654 -25.237 23.487  -0.1145
C: 9.515 -24.365 22.891  -0.1287
H: 9.770 -23.941 20.778  0.1198
H: 7.704 -25.198 20.335  0.0683
H: 6.902 -26.329 22.683  0.0890
H: 8.541 -25.491 24.530  0.0918
H: 10.340 -23.844 23.355  0.1053
N: 8.829 -21.796 13.972  0.0297
C: 9.291 -22.259 15.189  -0.1402
C: 8.432 -21.731 16.140  -0.1739
C: 7.478 -21.059 15.432  -0.1895
C: 7.670 -21.117 14.101  -0.1781
H: 9.318 -21.691 13.095  0.0496
H: 10.187 -22.858 15.265  0.0935
H: 8.550 -21.770 17.213  0.0966
H: 6.649 -20.604 15.954  0.0935
H: 7.161 -20.652 13.270  0.0984
N: 14.163 -27.368 15.288  0.0425
C: 14.258 -27.128 16.659  -0.1564
C: 15.383 -27.687 17.143  -0.1490
C: 16.124 -28.209 16.054  -0.1150
C: 15.330 -28.048 14.888  -0.1118
H: 13.390 -26.941 14.798  0.0722
H: 13.493 -26.588 17.197  0.0874
H: 15.665 -27.584 18.180  0.0854
H: 17.104 -28.648 16.171  0.0774
H: 15.522 -28.254 13.845  0.0801

***

maximum force of number 2 (C56H70N6O27)? 0.117 hartree/bohr

***

Among the records above, which one has the lowest total charge? C56H71N15

***

Number 1 is which compound? C56H66AsCsOP2S